{
  "formula": "C19H16FeNaO4",
  "method": "wB97M-V/def2-TZVPD",
  "mol_weight_g_mol": 387.168,
  "lumo_energy_ev": -3.87,
  "homo_lumo_gap_ev": 5.17,
  "e_homo_ev": -9.036,
  "total_energy_ha": -2460.21835,
  "max_force_ev_per_a": 5.652,
  "total_charge": 1,
  "elements": ["C", "O", "C", "C", "C", "C", "C", "C", "Fe", "C", "O", "C", "O", "C", "O", "H", "H", "H", "H", "H", "H", "H", "H", "H", "C", "Na", "C", "C", "C", "C", "C", "C", "C", "C", "H", "H", "H", "H", "H", "H", "H"],
  "xyz": [[-3.6029, 0.4172, 1.9804], [-2.3627, 1.0710, 1.8281], [-1.2268, 0.2045, 1.7687], [-0.7834, -0.5083, 2.8932], [0.3997, -1.4647, 2.7885], [1.1717, -1.4199, 1.4741], [0.6874, -0.6892, 0.3985], [-0.4886, 0.1206, 0.5235], [0.8474, 0.5918, 2.1114], [1.9725, 0.6356, 3.6091], [2.6425, 0.6259, 4.5290], [0.2438, 2.3318, 2.6013], [-0.1165, 3.3703, 2.8988], [2.1658, 1.3836, 1.0077], [2.9504, 1.8302, 0.3153], [-4.3594, 1.1650, 2.2278], [-3.8691, -0.0674, 1.0404], [-3.5405, -0.3233, 2.7777], [-1.3130, -0.3907, 3.8411], [1.0669, -1.3985, 3.6679], [-0.0171, -2.4944, 2.8641], [2.0754, -2.0273, 1.3571], [1.2317, -0.7030, -0.5519], [-0.8242, 0.7403, -0.3080], [-1.0143, -4.8107, -2.1181], [-0.2275, -2.6608, -2.3146], [-1.0740, -4.4299, -0.6535], [0.1704, -4.2264, -0.1095], [1.2103, -4.4985, -1.1781], [0.4860, -4.8373, -2.3824], [1.1765, -4.8337, -3.6135], [2.5646, -4.6795, -3.6096], [3.2680, -4.4693, -2.4305], [2.6106, -4.3376, -1.2193], [-1.4828, -5.7808, -2.3133], [-2.0115, -4.3192, -0.1029], [0.3698, -3.8854, 0.9040], [0.6260, -4.9672, -4.5382], [3.1013, -4.7320, -4.5417], [4.3457, -4.4066, -2.4600], [3.1550, -4.1072, -0.3188]],
  "forces_ev_per_a": [[-0.610, -0.621, 0.062], [3.270, -0.554, -0.235], [-1.844, -0.936, 0.163], [0.779, 1.158, -0.740], [-1.420, -4.243, 0.649], [-0.138, 1.098, 0.274], [-0.575, -1.450, 0.532], [0.106, 1.029, 0.754], [1.038, 5.259, -1.791], [1.070, -0.566, 1.634], [-1.014, 0.186, -1.481], [-0.854, 1.646, 0.338], [0.720, -2.005, -0.541], [1.198, 0.652, -0.883], [-1.271, -0.716, 1.102], [0.293, -0.035, -0.032], [-0.143, -0.101, 0.042], [-0.192, -0.043, 0.024], [0.306, -0.032, -0.289], [-0.513, -0.264, -0.534], [0.175, 0.084, 0.130], [-0.338, 0.407, 0.195], [-0.077, 0.156, 0.392], [0.136, -0.054, 0.292], [1.891, -0.526, 2.196], [-0.199, 0.625, -0.204], [0.085, -0.658, -1.653], [1.261, 0.060, -1.264], [-1.425, 0.500, 0.522], [-0.971, 0.213, 0.741], [0.440, -0.339, 0.575], [-0.889, -0.208, -0.403], [0.151, 0.049, 0.554], [-0.672, -0.014, -0.182], [-0.592, 0.680, -0.622], [0.275, -0.232, -0.152], [0.061, -0.223, -0.173], [0.085, -0.088, -0.004], [0.103, 0.007, -0.180], [0.089, 0.101, -0.019], [0.204, -0.003, 0.211]]
}

---

{
  "formula": "C19H16N2S",
  "method": "wB97M-V/def2-TZVPD",
  "mol_weight_g_mol": 304.418,
  "smiles": "C#CCc1cccc2c1Nc1ccccc1S2.c1cc[nH]c1",
  "lumo_energy_ev": -0.26,
  "homo_lumo_gap_ev": 7.70,
  "e_homo_ev": -7.962,
  "total_energy_ha": -1240.54366,
  "max_force_ev_per_a": 10.034,
  "total_charge": 0,
  "elements": ["C", "C", "C", "C", "C", "C", "C", "C", "C", "N", "C", "C", "C", "C", "C", "C", "S", "H", "H", "H", "H", "H", "H", "H", "H", "H", "H", "H", "N", "C", "C", "C", "C", "H", "H", "H", "H", "H"],
  "xyz": [[0.9646, 3.8742, 0.0757], [2.1239, 3.3887, 0.7511], [3.3034, 2.4796, 1.5102], [2.8727, 0.8714, 1.4829], [2.9009, 0.0483, 2.9074], [2.4846, -1.5315, 3.0553], [2.0026, -2.3152, 1.6939], [1.9493, -1.4990, 0.2684], [2.3912, 0.1038, 0.0872], [2.3617, 0.8294, -1.2583], [1.0628, 0.6011, -1.9993], [0.3388, 1.9466, -2.6699], [-1.1021, 1.7659, -3.4640], [-1.7774, 0.2454, -3.5704], [-1.0588, -1.1171, -2.9577], [0.3653, -0.9080, -2.1724], [1.3467, -2.3242, -1.3464], [-0.0204, 4.2438, -0.4655], [4.3591, 2.6852, 1.0407], [3.2963, 2.8258, 2.6449], [3.2321, 0.6310, 3.8827], [2.4714, -2.1509, 4.0606], [1.6833, -3.4582, 1.6781], [3.1116, 0.4632, -1.9057], [0.8412, 3.0018, -2.5718], [-1.5914, 2.7341, -3.9266], [-2.8312, 0.1879, -4.1243], [-1.5546, -2.1745, -3.0427], [-2.6282, -1.7635, 0.3957], [-3.5344, -2.6980, 0.8247], [-4.4966, -2.0489, 1.5657], [-4.1621, -0.6737, 1.5791], [-3.0057, -0.5254, 0.8465], [-1.8095, -1.9570, -0.1665], [-3.4164, -3.7422, 0.5681], [-5.3481, -2.5153, 2.0439], [-4.7066, 0.1228, 2.0697], [-2.4200, 0.3527, 0.6092]],
  "forces_ev_per_a": [[7.993, -3.692, 4.814], [-7.945, 2.301, -4.580], [-1.669, 0.076, -0.051], [-1.022, -3.056, -0.025], [-1.014, -1.803, -2.527], [-0.379, 1.688, -4.520], [0.861, 3.784, -0.415], [0.940, 2.415, 2.330], [0.329, -2.018, 3.957], [-1.408, -2.541, 0.361], [-3.596, 0.403, -2.066], [-2.097, -4.143, -0.334], [2.553, -3.491, 2.029], [2.822, 0.776, 1.301], [1.824, 4.450, 0.663], [-1.299, 3.501, -0.847], [-0.585, 2.401, 0.915], [2.807, -0.848, 1.586], [-2.281, -0.440, 0.779], [0.081, -0.751, -2.504], [-0.781, -1.322, -2.338], [0.152, 1.720, -2.264], [0.749, 2.804, 0.141], [-0.811, 0.337, 1.223], [-0.988, -2.438, -0.141], [0.926, -2.426, 1.011], [2.641, -0.082, 1.396], [1.097, 2.364, 0.155], [-0.095, 0.032, 0.018], [-0.017, -0.034, 0.050], [0.050, -0.382, -0.119], [0.233, 0.283, -0.119], [0.032, 0.034, 0.013], [-0.221, 0.139, 0.173], [-0.044, 0.168, 0.073], [0.146, 0.060, -0.091], [0.108, -0.124, -0.092], [-0.090, -0.144, 0.046]]
}

---

{
  "formula": "C19H17BrFN5OPdS",
  "method": "wB97M-V/def2-TZVPD",
  "mol_weight_g_mol": 568.768,
  "lumo_energy_ev": [-1.46, -1.45],
  "homo_lumo_gap_ev": [6.19, 6.19],
  "e_homo_ev": [-7.651, -7.640],
  "total_energy_ha": -4283.15991,
  "max_force_ev_per_a": 1.963,
  "total_charge": 0,
  "elements": ["Pd", "Br", "C", "C", "C", "C", "C", "C", "N", "N", "C", "C", "C", "C", "O", "C", "N", "C", "C", "C", "C", "H", "H", "H", "H", "H", "H", "H", "H", "H", "S", "C", "N", "C", "C", "C", "N", "H", "H", "H", "H", "H", "H", "H", "H", "F"],
  "xyz": [[2.7875, 1.2550, -0.5536], [-9.9295, -3.0012, -0.4955], [-8.0775, -2.7014, -0.2575], [-7.4325, -3.2615, 0.8297], [-6.0743, -3.0277, 0.9944], [-5.3797, -2.2378, 0.0950], [-6.0357, -1.6966, -1.0031], [-7.3890, -1.9264, -1.1814], [-3.9772, -2.0624, 0.3806], [-3.4506, -1.1674, -0.2922], [-2.0594, -0.9727, -0.0223], [-1.3127, -1.7555, 0.8258], [0.0460, -1.5167, 1.0566], [0.7011, -0.4766, 0.4196], [1.9668, -0.2007, 0.6170], [-0.0561, 0.3175, -0.4913], [0.6251, 1.3185, -1.1124], [-0.0090, 2.1424, -1.9045], [-1.3887, 2.0116, -2.1638], [-2.0873, 0.9987, -1.5758], [-1.4276, 0.0998, -0.6999], [-7.9781, -3.8742, 1.5333], [-5.5365, -3.4537, 1.8323], [-5.4780, -1.1071, -1.7178], [-7.9093, -1.5126, -2.0341], [-1.8092, -2.5734, 1.3309], [0.6141, -2.1390, 1.7356], [0.5766, 2.9284, -2.3664], [-1.8731, 2.7118, -2.8306], [-3.1460, 0.8697, -1.7534], [3.0566, 3.2428, 0.7392], [4.5701, 2.4133, 0.8070], [5.5748, 2.7568, -0.0011], [6.7387, 1.8884, -0.1882], [7.1390, 1.3154, 1.1583], [5.9403, 0.5913, 1.7422], [4.8043, 1.5123, 1.7751], [5.2778, 3.2864, -0.8062], [7.5349, 2.4881, -0.6241], [6.4728, 1.0984, -0.8937], [7.4459, 2.1207, 1.8283], [7.9753, 0.6266, 1.0459], [6.1243, 0.2484, 2.7582], [5.6899, -0.2787, 1.1293], [3.9879, 1.2487, 2.3046], [4.1675, 1.4525, -1.9703]],
  "forces_ev_per_a": [[0.374, -1.891, -0.372], [-0.043, -0.013, -0.018], [0.036, 0.033, -0.027], [0.092, -0.003, 0.030], [-0.098, -0.117, 0.154], [0.417, -0.100, 0.164], [-0.010, 0.076, -0.142], [0.042, 0.008, 0.003], [-0.723, -0.011, -0.191], [0.749, 0.117, 0.237], [-0.409, 0.014, -0.241], [0.109, -0.136, 0.111], [-0.022, -0.099, 0.058], [-0.046, 0.130, 0.054], [0.088, 0.967, 0.249], [-0.094, 0.226, -0.080], [-0.393, -0.078, -0.593], [-0.163, -0.179, -0.034], [0.020, 0.131, 0.011], [-0.053, -0.107, 0.063], [-0.045, 0.133, -0.165], [-0.001, 0.013, 0.005], [-0.023, 0.005, -0.017], [-0.029, 0.010, 0.019], [0.004, 0.001, 0.006], [0.041, -0.004, 0.010], [-0.068, -0.010, 0.029], [0.026, -0.035, -0.051], [-0.005, 0.003, 0.018], [0.019, 0.000, -0.018], [0.378, -0.269, 0.143], [0.133, 0.341, 0.405], [0.212, 0.049, -0.149], [-0.128, 0.115, 0.022], [-0.011, -0.036, -0.010], [-0.150, 0.115, 0.002], [0.126, -0.167, 0.281], [-0.018, -0.039, -0.029], [0.027, 0.011, 0.018], [0.040, -0.042, -0.030], [0.020, -0.008, -0.003], [-0.007, -0.011, -0.021], [0.035, 0.018, 0.023], [0.012, -0.071, -0.010], [0.008, -0.015, -0.010], [-0.469, 0.925, 0.099]]
}